ORCA calculation (ωB97M-V/def2-TZVPD) on 2 unconnected molecules or ions with the total composition C5H13NO.

Computed properties:
* E: -8932.188 eV
* spin multiplicity: 1
* orbital gap: 8.65 eV
* LUMO: 0.81 eV

Element x y z (Å)
C -0.282 0.193 2.053
N 0.636 -0.085 0.962
C 0.328 -1.368 0.338
C 0.677 -1.351 -1.173
C 1.417 0.034 -1.319
C 0.921 0.848 -0.122
H -1.299 0.473 1.720
H 0.139 0.905 2.751
H -0.484 -0.776 2.490
H -0.644 -1.759 0.616
H 1.136 -2.029 0.632
H -0.214 -1.434 -1.817
H 1.318 -2.205 -1.333
H 2.509 -0.208 -1.179
H 1.207 0.419 -2.321
H 1.605 1.569 0.340
H -0.097 1.249 -0.365
O -3.164 1.512 -0.730
H -3.181 2.264 -0.131
H -2.526 1.749 -1.411